{"formula": "C20H42CuO10", "method": "ωB97M-V/def2-TZVPD", "species": ["Cu", "C", "C", "O", "H", "H", "H", "H", "H", "C", "C", "O", "H", "H", "H", "H", "H", "O", "C", "O", "C", "C", "C", "H", "H", "H", "H", "H", "H", "H", "H", "O", "C", "O", "C", "C", "C", "H", "H", "H", "H", "H", "H", "H", "H", "O", "C", "O", "C", "C", "C", "H", "H", "H", "H", "H", "H", "H", "H", "O", "C", "O", "C", "C", "C", "H", "H", "H", "H", "H", "H", "H", "H"], "xyz": [[-3.687630, -25.806695, 3.943797], [-7.041653, -24.820632, -1.127653], [-7.803261, -25.233882, 0.131678], [-7.160962, -26.254913, 0.775348], [-7.568350, -24.137471, -1.793973], [-6.912030, -25.658602, -1.812550], [-6.040495, -24.507143, -0.831817], [-8.832412, -25.449834, -0.155208], [-7.810466, -24.392890, 0.825058], [-3.390681, -29.620062, 8.408775], [-3.261241, -30.195870, 6.971827], [-4.194166, -29.681980, 6.006215], [-4.152316, -30.045634, 9.062151], [-3.533530, -28.545658, 8.293228], [-2.446822, -29.709690, 8.946523], [-3.323775, -31.278424, 7.082659], [-2.230638, -29.928894, 6.737985], [-3.046870, -21.437481, 2.554049], [-2.755869, -20.253394, 2.793541], [-2.565896, -19.236213, 1.933309], [-2.803537, -19.415476, 0.515666], [-1.812099, -20.457047, -0.096585], [-2.725128, -19.754891, 4.213654], [-2.485574, -18.451799, 0.117743], [-3.881836, -19.470036, 0.366014], [-0.922123, -20.269045, 0.503995], [-1.514642, -20.226764, -1.119617], [-2.085789, -21.506283, 0.014244], [-2.949300, -18.692272, 4.306787], [-1.748586, -19.950691, 4.656511], [-3.582795, -20.220016, 4.699617], [-7.535106, -24.591110, 7.933874], [-8.725227, -24.217058, 7.991110], [-9.521876, -24.585150, 8.937609], [-9.088227, -25.496548, 9.974195], [-9.759160, -24.908726, 11.153250], [-9.300901, -23.304801, 6.979975], [-8.011680, -25.613551, 10.098506], [-9.441390, -26.471219, 9.637462], [-9.400404, -23.897991, 11.347663], [-9.576937, -25.555066, 12.011822], [-10.831054, -24.901337, 10.955521], [-9.693573, -22.504769, 7.607546], [-10.083082, -23.708999, 6.337398], [-8.395758, -22.855499, 6.571394], [-0.368106, -28.068989, 1.031695], [0.080768, -28.770613, 0.075043], [0.931009, -29.920216, 0.079120], [1.466211, -30.351288, 1.312775], [2.398404, -31.568037, 1.182547], [-0.421471, -28.348093, -1.311625], [0.696820, -30.631912, 2.032074], [1.857970, -29.528570, 1.910899], [2.414273, -32.118432, 2.123235], [3.415676, -31.194152, 1.066443], [2.184222, -32.275944, 0.381871], [0.182258, -27.616990, -1.849311], [-1.435450, -28.007488, -1.102031], [-0.317623, -29.273992, -1.877320], [0.993785, -24.322855, 6.128441], [2.042406, -23.710971, 5.753450], [2.862051, -23.060990, 6.611238], [2.499969, -23.131172, 7.975310], [3.548782, -22.445490, 8.835028], [2.656227, -23.722238, 4.326327], [2.406997, -24.181170, 8.252752], [1.537396, -22.703469, 8.255680], [3.336335, -22.679805, 9.878133], [3.640341, -21.361702, 8.763423], [4.599736, -22.731255, 8.791100], [2.733849, -24.751458, 3.975918], [3.578030, -23.172111, 4.137282], [1.972541, -23.331417, 3.572713]], "atomic_forces_ev_per_a": [[-0.365, -0.522, -0.024], [-0.051, -0.340, -0.585], [1.565, -0.725, 0.327], [-0.166, -0.193, -0.043], [-0.003, 0.882, 0.295], [0.119, -0.591, 0.334], [-0.005, 0.364, -0.196], [-0.741, -0.204, -0.036], [-0.469, 0.920, 0.066], [0.126, 0.434, -0.283], [-1.779, 1.531, -0.588], [1.656, -0.686, 1.709], [-0.339, 0.004, -0.273], [-0.351, 0.115, 0.125], [0.300, -0.272, 0.088], [0.015, -0.563, -0.330], [0.492, -0.180, -0.606], [0.992, 3.009, -0.335], [-1.337, -2.004, 0.087], [-0.115, -0.707, -0.024], [1.057, -0.089, -0.437], [-0.442, 0.535, 0.800], [-0.421, 0.487, -0.028], [-0.157, 0.074, 0.014], [0.127, -0.682, -0.166], [0.251, -0.288, -0.036], [-0.434, 0.026, -0.065], [-0.176, 0.236, -0.025], [0.395, 0.115, -0.378], [-0.281, -0.252, 0.271], [0.550, -0.507, 0.351], [-2.349, 0.860, 0.240], [4.232, -1.774, -1.247], [-0.998, -0.235, 0.614], [0.183, -0.075, -0.870], [-0.494, -0.770, 0.988], [0.463, 1.212, 1.115], [0.036, 0.600, -0.418], [-0.247, -0.085, 0.406], [-0.010, -0.101, 0.026], [-0.044, 0.190, 0.269], [-0.034, 0.228, 0.221], [-0.670, 0.219, -0.236], [0.442, 0.023, -0.076], [-0.483, -0.266, -1.048], [2.765, -3.704, -2.430], [-1.056, 2.446, 2.187], [-1.652, 2.518, -0.245], [-0.689, -0.764, 1.835], [0.641, 0.994, 0.115], [0.890, -1.807, 0.659], [-0.829, -0.278, -0.541], [0.858, 0.274, -0.615], [-0.233, 0.030, 0.017], [0.154, -0.215, -0.344], [-0.315, 0.304, -0.030], [0.055, 0.198, 0.539], [0.118, -0.075, -0.594], [-0.726, 0.121, -0.530], [3.988, 2.540, -1.637], [-2.149, -2.041, 0.578], [-0.799, 0.072, -0.876], [0.613, -0.244, 1.411], [0.743, 0.196, 0.832], [-1.083, -0.130, -0.143], [0.142, -0.092, -0.018], [-0.176, 0.231, -0.764], [-0.430, 0.166, 0.111], [-0.690, 0.110, -0.265], [-0.067, -0.736, -0.818], [0.314, -0.155, 0.419], [0.068, -0.182, 0.778], [-0.498, 0.272, 0.378]], "de_lowest_ev": 5.249, "total_energy_ev": -86527.4555, "charge": -1, "orbital_gap_ha": 0.1125, "e_lumo_ev": 0.150}

---

{"formula": "C20H42KNO6S2", "method": "ωB97M-V/def2-TZVPD", "species": ["K", "C", "C", "C", "O", "H", "H", "H", "H", "H", "H", "H", "C", "C", "C", "S", "O", "O", "C", "H", "H", "H", "H", "H", "H", "H", "H", "C", "C", "C", "S", "O", "O", "C", "H", "H", "H", "H", "H", "H", "H", "H", "C", "C", "C", "C", "C", "C", "N", "O", "C", "C", "C", "H", "H", "H", "H", "H", "H", "H", "H", "H", "H", "H", "H", "H", "H", "H", "H", "H", "H", "H"], "xyz": [[0.204295, -0.765628, 2.403854], [-0.511695, -1.783988, -2.396076], [-1.398515, -0.879758, -1.612596], [-2.898385, -1.129198, -1.884286], [-1.204835, -0.750908, -0.175866], [0.444485, -1.533938, -1.936396], [-0.430845, -1.573728, -3.462546], [-0.783655, -2.789798, -2.075926], [-1.336295, 0.100912, -2.084316], [-3.526005, -0.430808, -1.330706], [-3.198245, -2.145888, -1.630266], [-3.160305, -1.186808, -2.940786], [-2.049945, -5.846808, 1.146424], [-1.220995, -6.357108, 2.303094], [0.221345, -5.811068, 1.995364], [0.174475, -4.431448, 0.776794], [0.713015, -4.878688, -0.488896], [0.669125, -3.203257, 1.429294], [-1.652575, -4.373207, 0.813404], [-3.083035, -5.890978, 1.491214], [-1.893075, -6.600368, 0.374644], [-1.233425, -7.441518, 2.193584], [-1.704795, -6.133988, 3.254014], [0.841025, -6.597008, 1.563624], [0.700485, -5.332548, 2.849494], [-1.851535, -4.082678, -0.218146], [-1.909265, -3.648698, 1.586254], [3.623285, 0.258273, -0.528816], [3.351605, -1.235168, -0.049786], [3.430315, -2.246778, -1.297946], [3.467635, -1.168638, -2.881866], [2.417265, -1.687708, -3.757576], [4.864655, -0.883147, -3.269616], [2.931815, 0.337383, -1.883366], [4.678685, 0.521362, -0.599646], [3.154675, 0.978852, 0.141454], [2.392515, -1.305257, 0.463374], [4.009815, -1.456788, 0.790294], [2.534015, -2.862158, -1.375706], [4.354265, -2.800408, -1.465036], [1.847035, 0.237222, -1.847246], [3.081935, 1.218672, -2.506976], [-3.099395, 3.531302, 1.619094], [-1.919695, 3.648442, 0.702234], [-1.698265, 5.215452, 0.636904], [-0.299665, 5.558262, 0.016904], [0.790025, 4.741532, 0.753984], [0.584345, 3.181582, 0.867294], [-0.811435, 2.878852, 1.319894], [-1.001975, 1.552272, 1.586714], [0.957235, 2.688042, -0.495726], [1.620515, 2.598413, 1.844034], [-2.319695, 3.088043, -0.645126], [-3.003265, 4.162332, 2.502644], [-4.098865, 3.676192, 1.209014], [-3.147435, 2.485662, 1.923124], [-2.632465, 5.611802, 0.239074], [-1.782215, 5.697542, 1.610894], [-0.303145, 5.248782, -1.028236], [-0.263765, 6.647172, 0.049834], [0.945855, 5.164752, 1.746304], [1.650765, 4.936892, 0.114394], [0.509695, 3.193502, -1.351486], [0.760935, 1.617723, -0.432716], [2.023895, 2.855402, -0.645126], [1.814475, 1.546782, 2.055114], [1.445135, 3.186832, 2.744644], [2.626405, 2.915502, 1.568814], [-1.442305, 2.762302, -1.203866], [-2.944165, 2.195472, -0.683306], [-2.845955, 3.843972, -1.227976], [-1.175885, 1.162352, 0.726874]], "atomic_forces_ev_per_a": [[-0.397, -0.117, -0.410], [0.796, 0.019, 1.617], [-2.487, 1.939, 1.880], [0.011, -1.188, -0.060], [0.588, -0.320, -1.983], [0.460, -0.520, -0.288], [-0.371, -0.345, 0.045], [0.322, -0.455, -0.660], [0.723, 0.844, -0.064], [0.037, 0.022, -0.142], [0.060, -0.299, 0.842], [0.124, 0.827, -0.444], [-0.757, 0.803, 0.274], [1.134, 0.200, -0.747], [-0.014, -0.035, 0.733], [-0.942, 0.528, 1.951], [-0.178, 0.267, 0.340], [-0.051, -1.547, -0.974], [1.053, -1.451, -1.063], [-0.245, 0.098, -0.541], [-0.208, 0.720, -0.702], [0.279, -0.060, 0.366], [0.698, 0.464, 0.146], [0.118, 0.158, 0.114], [0.139, -0.326, 0.098], [-0.688, 0.372, 0.277], [-0.195, -0.013, -0.292], [-0.882, -1.179, -0.519], [0.788, 0.266, -0.697], [0.221, 1.811, -0.309], [-0.365, 0.602, 2.962], [1.542, 0.822, 0.028], [-1.715, -0.831, -0.140], [-0.229, -0.416, -1.588], [0.033, -0.292, -0.077], [0.004, -0.170, 0.099], [-0.407, 0.007, -0.729], [0.534, -0.376, -0.418], [0.189, -0.036, -0.039], [-0.056, -0.186, 0.693], [-0.075, -0.238, 0.441], [0.504, 0.039, 0.104], [-0.961, -1.293, 1.204], [-0.783, 0.383, 0.574], [1.310, -1.260, -0.017], [-2.364, -1.021, 0.397], [-0.472, 0.631, 0.265], [-0.508, 0.981, -0.585], [2.058, 3.606, 0.716], [-0.480, -0.134, -0.104], [0.274, -0.962, -0.627], [0.392, 1.801, 0.718], [0.381, -0.158, -1.405], [0.075, -0.140, 0.081], [0.192, 0.511, -0.588], [0.015, -0.045, 0.415], [0.315, 0.059, -1.147], [0.629, -0.562, 0.585], [-0.014, 0.133, -0.179], [0.946, -0.018, 0.075], [0.108, 0.075, 0.093], [0.574, -0.313, 0.538], [-0.458, -0.290, 0.143], [-0.051, -0.252, -0.925], [0.155, -0.243, 0.127], [-1.056, -0.152, -0.175], [-0.010, -0.670, 0.639], [0.070, 0.346, -0.495], [-0.011, 0.297, -0.197], [-0.179, -0.051, 0.740], [0.004, 0.053, -0.120], [-0.249, -1.717, -0.870]], "total_energy_ev": -73187.4250, "charge": -1, "orbital_gap_ha": [0.0846, 0.2475], "multiplicity": 2, "e_lumo_ev": [2.197, 2.266]}

---

{"formula": "C20H42LiN4O7", "method": "ωB97M-V/def2-TZVPD", "species": ["Li", "C", "C", "C", "C", "C", "C", "N", "O", "C", "C", "C", "H", "H", "H", "H", "H", "H", "H", "H", "H", "H", "H", "H", "H", "H", "H", "H", "H", "H", "C", "C", "C", "C", "N", "C", "C", "C", "C", "C", "C", "C", "H", "H", "H", "H", "H", "H", "H", "H", "H", "H", "H", "H", "H", "H", "H", "H", "H", "H", "H", "H", "H", "H", "H", "H", "N", "O", "O", "O", "N", "O", "O", "O"], "xyz": [[-2.254277, -1.518387, -0.476710], [-1.136927, -6.285347, -3.242140], [-2.376057, -5.449907, -3.603030], [-3.138927, -6.394387, -4.704840], [-4.683877, -6.358377, -4.708400], [-5.196667, -6.351857, -3.319140], [-4.688727, -5.125147, -2.464370], [-3.181747, -5.263487, -2.322120], [-2.679757, -4.555147, -1.251290], [-5.620267, -5.191617, -1.235400], [-5.096947, -3.897907, -3.151120], [-2.002657, -4.139507, -4.290620], [-0.590677, -6.704927, -4.086930], [-1.452137, -7.210267, -2.759160], [-0.465927, -5.752477, -2.568420], [-2.721817, -7.387467, -4.537800], [-2.902277, -6.052577, -5.712450], [-5.078977, -7.195137, -5.284440], [-5.057677, -5.505227, -5.274550], [-4.797087, -7.269297, -2.887000], [-6.276137, -6.448007, -3.435800], [-5.401677, -4.341997, -0.588520], [-5.488287, -6.074887, -0.610490], [-6.667697, -5.068617, -1.510820], [-4.562657, -3.707867, -4.081990], [-4.854567, -3.049967, -2.510550], [-6.169947, -3.847107, -3.336030], [-1.952487, -4.295717, -5.368210], [-0.934827, -3.957307, -4.169600], [-2.559947, -3.235447, -4.045250], [6.024903, 5.196263, -0.467370], [5.732503, 4.109603, 0.543200], [4.431103, 4.520023, 1.331690], [4.052043, 3.470343, 2.405990], [2.797843, 3.823943, 3.228360], [2.493243, 2.632673, 4.213580], [0.953993, 2.408893, 4.123810], [0.474043, 2.764503, 2.760390], [1.489643, 3.847453, 2.289780], [2.798653, 5.137083, 4.100750], [4.063863, 5.331483, 4.914610], [4.264333, 6.838393, 5.400360], [6.966173, 4.973903, -0.970030], [6.179913, 6.129593, 0.073890], [5.215533, 5.422593, -1.161490], [6.548683, 3.923633, 1.241310], [5.587833, 3.178053, -0.003970], [3.675673, 4.687253, 0.563930], [4.598863, 5.533163, 1.697090], [4.806653, 3.318333, 3.177710], [3.933533, 2.517343, 1.890390], [2.874323, 2.627323, 5.234780], [2.887513, 1.740483, 3.727110], [0.456603, 2.935183, 4.938500], [0.863313, 1.367423, 4.432400], [-0.516827, 3.209283, 2.852390], [0.494233, 1.903823, 2.091880], [1.142323, 4.878543, 2.355530], [1.741153, 3.505383, 1.285870], [1.948373, 5.080893, 4.780430], [2.904723, 5.857043, 3.289270], [4.965493, 5.066953, 4.362190], [4.074653, 4.780753, 5.855180], [4.066973, 7.499363, 4.556400], [5.178183, 7.203563, 5.869010], [3.509523, 7.064563, 6.153490], [1.682293, -0.302067, -1.749110], [0.633123, -0.493857, -1.075480], [2.226423, 0.762693, -1.586460], [2.123213, -1.156077, -2.506450], [-5.071217, 1.104743, 0.345430], [-4.962827, 1.626593, -0.741560], [-5.858297, 1.528173, 1.162900], [-4.460617, 0.080083, 0.549510]], "atomic_forces_ev_per_a": [[-0.308, -0.377, -0.432], [-0.013, -0.193, 0.461], [-1.571, -0.450, 0.059], [-0.469, 1.179, 0.818], [1.184, 0.076, -0.626], [0.460, -0.119, 0.077], [-0.291, -2.551, -1.063], [-2.127, -1.884, -0.171], [0.682, 1.186, -0.339], [1.460, 0.524, 1.174], [0.035, 2.242, -0.807], [1.547, 0.058, -0.658], [0.183, 0.691, -0.541], [-0.326, 0.182, 0.489], [-0.022, 0.041, -0.060], [-0.465, -0.213, -0.157], [0.809, -0.130, 0.085], [0.070, -0.425, 0.061], [0.191, 0.387, 0.059], [-0.205, -0.073, 0.575], [-0.320, 0.329, 0.783], [0.136, 0.071, 0.163], [0.017, -0.226, -0.190], [0.088, -0.284, -0.350], [-0.185, -0.175, -0.105], [0.015, 0.213, 0.108], [-0.131, -0.050, -0.112], [-0.754, 0.173, -0.299], [0.097, 0.483, 0.804], [0.017, -0.309, 0.122], [0.786, 0.593, 0.572], [-1.431, -0.074, 0.283], [0.914, -0.477, -0.259], [-0.147, 1.491, 0.059], [-1.609, -1.642, 1.111], [-1.259, -0.664, -2.000], [1.286, -0.462, 2.400], [0.589, 0.944, 0.285], [0.469, -0.669, 0.353], [2.074, -0.982, -1.510], [1.504, 1.141, 1.461], [-1.457, -0.290, -0.641], [-0.220, 0.088, -0.367], [0.176, 0.216, 0.034], [0.048, -0.530, -0.138], [0.169, 0.279, -0.027], [-0.277, -0.187, 0.175], [-0.422, -0.538, 0.169], [0.156, -0.035, 0.628], [0.327, 0.166, -0.308], [-0.635, -0.047, 0.248], [0.253, 0.930, -0.236], [0.470, 0.194, -0.065], [-0.144, 0.413, -0.186], [-0.465, -0.176, -0.380], [-0.034, -0.270, -0.460], [-0.175, 0.228, -0.094], [-0.098, -0.249, -0.309], [0.585, 0.799, -0.011], [-0.376, 0.390, -0.782], [-1.159, 0.642, 0.449], [-0.143, -0.148, -0.144], [-0.111, -0.538, -0.233], [0.032, 0.144, -0.040], [0.428, -0.951, -0.298], [-0.270, 0.003, -0.075], [-1.581, -1.190, 0.674], [-0.891, -0.794, 0.212], [2.021, 2.734, 0.061], [0.194, -0.564, -0.485], [-1.126, 0.251, -1.056], [0.450, 1.826, -2.425], [-1.322, 1.080, 2.111], [2.617, -3.455, 1.319]], "total_energy_ev": -41906.8520, "charge": -1, "orbital_gap_ha": 0.0811, "e_lumo_ev": 0.656}